Entry from the OMol25 dataset: a structure of composition C39H86N4O7 at a distorted geometry (wB97M-V/def2-TZVPD).

Results
LUMO ... -4.39 eV
HOMO level ... -10.50 eV
Gap between HOMO and LUMO ... 6.105 eV

Structure (ORCA input):
```
! wB97M-V def2-TZVPD RIJCOSX def2/J DEFGRID3
* xyz 2 1
C 2.85259 4.43732 -1.79343
C 1.73253 4.47287 -0.71022
C 0.31266 4.04965 -1.29231
C -0.87040 4.14306 -0.22524
N -2.28030 3.75586 -0.82105
C -2.18855 2.39088 -1.64238
C -3.39874 1.54495 -1.11690
C -3.54363 1.87460 0.29814
C -3.37453 3.38958 0.30793
C -2.90026 4.82920 -1.81296
C -3.28568 6.20201 -1.09309
C -3.91105 7.15858 -2.12901
H 2.86532 3.64626 -2.54320
H 3.84463 4.80201 -1.52704
H 2.44689 5.28306 -2.34863
H 1.63241 5.51119 -0.39402
H 1.97397 3.78519 0.10028
H 0.38207 3.00018 -1.57848
H 0.05338 4.70522 -2.12364
H -1.07300 5.14349 0.15712
H -0.75139 3.36135 0.52500
H -2.20913 2.63933 -2.70349
H -1.26958 1.91181 -1.30461
H -4.31883 1.95940 -1.52894
H -3.40012 0.47563 -1.32823
H -4.42499 1.47836 0.80242
H -2.71685 1.51289 0.90945
H -4.31753 3.90681 0.13093
H -2.94959 3.79114 1.22786
H -3.73818 4.30785 -2.27578
H -2.13668 4.92696 -2.58463
H -2.52058 6.83809 -0.64795
H -4.03620 6.06137 -0.31524
H -4.91830 7.45757 -1.83888
H -3.80596 6.75981 -3.13798
H -3.38805 8.10388 -2.27386
C 2.27952 3.46301 3.16087
C 1.50133 2.83795 4.33237
C 0.43326 1.82573 3.87571
C -0.34824 1.16804 5.09532
N -1.49005 0.14553 4.66683
C -2.68086 0.89820 4.15691
C -3.50186 1.39701 5.33791
C -3.26565 0.19189 6.32287
C -2.07940 -0.61388 5.91712
C -0.98609 -0.82095 3.48613
C 0.21808 -1.58821 3.88972
C 0.50894 -2.72605 2.85553
H 2.73464 4.39709 3.49019
H 1.54700 3.76758 2.41337
H 2.94462 2.68787 2.78021
H 1.11551 3.65438 4.94284
H 2.12795 2.34369 5.07477
H 0.94906 1.07283 3.27974
H -0.29504 2.29145 3.21180
H -0.83292 1.95207 5.67710
H 0.27911 0.61406 5.79363
H -3.17357 0.21283 3.46727
H -2.33807 1.72969 3.54111
H -4.56435 1.51726 5.12637
H -3.09208 2.32177 5.74412
H -4.19943 -0.36889 6.28196
H -3.28502 0.60317 7.33211
H -2.31896 -1.55960 5.43098
H -1.29282 -0.75749 6.65792
H -0.86044 -0.25113 2.56547
H -1.82621 -1.49865 3.33439
H 0.05826 -2.16536 4.80046
H 1.13094 -1.00768 4.02298
H -0.22969 -3.51525 2.99584
H 1.46494 -3.24192 2.94523
H 0.53926 -2.40220 1.81519
C 5.43046 1.15769 -1.50107
C 5.16393 -0.09613 -2.39728
C 4.26943 -1.12295 -1.69471
C 4.15065 -2.35255 -2.68110
N 3.37299 -3.57545 -2.13118
C 1.89172 -3.16043 -2.36391
C 1.58337 -3.83099 -3.71762
C 2.34232 -5.16850 -3.68126
C 3.64438 -4.73925 -3.13225
C 3.59684 -3.92584 -0.63931
C 3.02834 -5.31597 -0.20231
C 3.00586 -5.45853 1.33384
H 6.11508 0.95584 -0.67727
H 4.46681 1.40869 -1.05783
H 5.70185 1.96330 -2.18330
H 6.11471 -0.50537 -2.73878
H 4.57066 0.11187 -3.28771
H 3.27762 -0.74940 -1.43998
H 4.77424 -1.49461 -0.80301
H 5.16914 -2.69586 -2.86250
H 3.80100 -2.04452 -3.66647
H 1.26378 -3.47130 -1.52895
H 1.78962 -2.07597 -2.40392
H 0.51287 -4.01550 -3.80751
H 1.77693 -3.26096 -4.62630
H 1.93292 -5.87824 -2.96240
H 2.38906 -5.58421 -4.68779
H 4.28356 -5.43368 -2.58699
H 4.18609 -4.34268 -3.99097
H 3.20666 -3.08437 -0.06679
H 4.67811 -3.98757 -0.51626
H 3.58427 -6.16828 -0.59296
H 1.99605 -5.40608 -0.54046
H 2.50036 -6.37444 1.63988
H 2.46344 -4.68008 1.87039
H 4.01017 -5.65300 1.71023
C -1.82723 -3.75427 -0.03536
C -1.95588 -3.29095 -1.46935
C -3.30195 -3.79678 -2.07111
O -3.41141 -3.46472 -3.44050
C -4.71236 -3.71041 -3.86366
N -1.96649 -1.72655 -1.47205
H -1.11167 -1.28080 -1.17087
H -2.01564 -1.58486 -2.47085
H -2.76295 -1.42522 -0.92895
H -1.06503 -3.22030 0.53214
H -1.67154 -4.82178 0.12043
H -2.75245 -3.58677 0.51599
H -1.12165 -3.50373 -2.13784
H -4.08329 -3.43261 -1.40404
H -3.29670 -4.88471 -2.00406
H -5.16326 -4.62309 -3.47406
H -4.61293 -3.77475 -4.94722
H -5.39100 -2.91325 -3.56020
O 1.10864 0.71302 -3.60666
C 0.38442 -0.04727 -4.39975
O -0.67127 -0.48232 -3.98074
O 0.83324 -0.34312 -5.54195
H 0.63963 0.56381 -2.78242
O 2.11282 0.26890 0.86585
C 1.00046 0.18109 0.21548
O -0.00552 0.88539 0.38955
O 0.93164 -0.73759 -0.60467
H 2.30406 -0.34424 0.15234
*
```

Atom charges from the Mulliken analysis, given in e for atoms 1 to 4: number 1, C, carries -1.49; number 2, C, carries -0.36; number 3, C, carries 0.20; number 4, C, carries -0.76

***

Entry from the OMol25 dataset: the ion C4H8NO with charge +1 at a distorted geometry (wB97M-V/def2-TZVPD).

Results
LUMO ... -3.87 eV
HOMO level ... -14.52 eV
Energy above the lowest of the compared OMol25 structures with the same formula, charge and spin ... 3.071 eV
SMILES string ... C=C[C@@]1([NH3+])CO1
Gap between HOMO and LUMO ... 10.657 eV

Structure (ORCA input):
```
! wB97M-V def2-TZVPD RIJCOSX def2/J DEFGRID3
* xyz 1 1
C 0.85477 -1.69580 -0.97847
C 1.08625 -0.50245 -0.43342
C 0.57385 1.71042 1.07132
C 0.07048 0.65721 0.07167
N -1.39755 0.46430 -0.05750
O 0.51544 1.90650 -0.32222
H 1.88659 -2.18063 -1.36052
H -0.07853 -2.26097 -1.03041
H 1.97941 -0.08940 -0.46228
H -0.00488 2.27013 1.79225
H 1.62328 1.89822 1.30371
H -1.73072 0.99783 -0.88440
H -1.83313 1.02835 0.69950
H -1.60091 -0.52854 -0.08117
*
```

Atom charges from the Mulliken analysis, given in e for atoms 1 to 4: number 1, C, carries -0.70; number 2, C, carries -0.47; number 3, C, carries -0.66; number 4, C, carries 0.95

***

Entry from the OMol25 dataset: the molecule C25H33N3O3S (wB97M-V/def2-TZVPD).

Results
LUMO ... -0.28 eV
HOMO level ... -8.04 eV
Energy above the lowest of the compared OMol25 structures with the same formula, charge and spin ... 0.000 eV
SMILES string ... CC(C)(C)c1cc(CCC(=O)NNC(=S)NC(=O)c2ccccc2)cc(C(C)(C)C)c1O
Gap between HOMO and LUMO ... 7.757 eV

Structure (ORCA input):
```
! wB97M-V def2-TZVPD RIJCOSX def2/J DEFGRID3
* xyz 0 1
C -1.73171 -2.11852 0.79720
H -2.20832 -1.17213 0.55332
H -2.41256 -2.91582 0.50478
H -1.58775 -2.17980 1.87357
C -0.40528 -2.28827 0.04815
C 0.61139 -1.21128 0.41217
C 0.30524 -0.20191 1.31225
C 1.23056 0.76318 1.67257
C 2.49576 0.71864 1.11279
C 2.84417 -0.23192 0.16626
C 1.88953 -1.20494 -0.17141
O 2.17115 -2.18245 -1.08092
H 3.08360 -2.09010 -1.37244
C 4.20296 -0.16616 -0.53714
C 4.96599 -1.51078 -0.42824
H 4.96600 -2.07138 -1.36360
H 6.00970 -1.32689 -0.18247
H 4.55483 -2.13666 0.36223
C 5.10510 0.92235 0.05900
H 4.65346 1.90554 -0.04376
H 5.31678 0.72649 1.10797
H 6.04922 0.93618 -0.48278
C 3.96266 0.22706 -2.00677
H 3.54008 1.22910 -2.04352
H 3.27290 -0.43824 -2.52132
H 4.90481 0.23289 -2.55194
H 3.20786 1.46501 1.41415
C 0.84896 1.89909 2.58915
H -0.21866 1.83827 2.80620
H 1.38400 1.81649 3.53839
C 1.17901 3.26200 1.94580
C 1.05671 3.17624 0.44082
O 1.93962 3.43876 -0.35313
N -0.16403 2.75876 0.02646
N -0.31990 2.46879 -1.31477
C -1.22711 1.71585 -1.92368
S -1.06006 1.36751 -3.53550
N -2.38465 1.22594 -1.32157
C -2.96627 1.29561 -0.08674
O -2.46110 1.81114 0.89946
C -4.30092 0.64866 -0.01627
C -5.16459 0.56126 -1.10659
C -6.39999 -0.04254 -0.96057
C -6.78328 -0.56733 0.26332
C -5.93554 -0.46944 1.35464
C -4.70541 0.14372 1.21868
H -4.03653 0.23422 2.06108
H -6.23475 -0.86816 2.31191
H -7.74652 -1.04352 0.36706
H -7.06782 -0.10168 -1.80666
H -4.90207 0.99201 -2.06254
H -2.91193 0.70365 -2.01497
H 0.51650 2.72430 -1.84147
H -0.93618 2.45714 0.63788
H 2.20172 3.56427 2.17065
H 0.50489 4.03202 2.32370
H -0.67596 -0.14955 1.75402
C -0.70615 -2.23118 -1.45576
H -1.49308 -2.93926 -1.70699
H -1.03314 -1.23377 -1.74151
H 0.17596 -2.47838 -2.03547
C 0.15726 -3.66716 0.42105
H 1.06322 -3.87851 -0.13589
H 0.38367 -3.70416 1.48502
H -0.57401 -4.44018 0.19465
*
```

Atom charges from the Mulliken analysis, given in e for atoms 1 to 4: number 1, C, carries -2.12; number 2, H, carries 0.19; number 3, H, carries 0.55; number 4, H, carries 0.38